The following is a DFT calculation (ωB97M-V/def2-TZVPD) of a cluster of 6 separate species, C2H16N2O4 in total.

## Properties
Spin multiplicity: 1
E_HOMO (eV): -8.4
Molecular weight (g/mol): 132.16
Largest force on an atom (eV/Å): 3.23
Energy above the lowest of the compared OMol25 structures with the same formula, charge and spin (kcal per mole): 169.9
Frontier orbital gap (eV): 3.75
E_LUMO (eV): -4.6924

Atoms and positions in Å:
C (-2.5449, 1.1373, -0.8722)
C (-2.7523, -0.2816, -0.5066)
N (-2.5832, -0.6544, 0.9919)
N (-0.3714, 1.2861, 0.5405)
H (-1.9167, 1.3846, -1.7198)
H (-3.4728, 1.7005, -0.7621)
H (-3.7014, -0.7775, -0.7043)
H (-1.9098, -0.8179, -0.9412)
H (-3.4318, -0.2960, 1.4485)
H (-1.9405, 0.0412, 1.3569)
H (-1.3065, 1.3209, 0.1135)
H (-0.1032, 2.0736, 1.1231)
H (0.4265, 1.1601, -0.0868)
H (4.0189, -0.1394, 0.8114)
O (3.1440, 0.2182, 0.9857)
H (0.4701, -1.4275, -0.3971)
H (0.9669, -0.4397, -1.4886)
O (0.5579, -1.3345, -1.3593)
H (2.7211, 0.4414, 0.0791)
H (2.5257, 1.2945, -1.7929)
O (1.9331, 0.9419, -1.1258)
H (0.5386, -0.9439, 1.6550)
H (2.0000, -0.9787, 1.2298)
O (1.1866, -1.5320, 1.2516)

---

The following is a DFT calculation (ωB97M-V/def2-TZVPD) of a cluster of 6 separate species, C2H16NO5 in total.

## Properties
Spin multiplicity: 1
E_HOMO (eV): -13.5
Molecular weight (g/mol): 134.15
Largest force on an atom (eV/Å): 6.59
Net charge: +1
Energy above the lowest of the compared OMol25 structures with the same formula, charge and spin (kcal per mole): 67.9
Frontier orbital gap (eV): 10.29
E_LUMO (eV): -3.2392

Atoms and positions in Å:
C (-0.6792, 0.7197, 0.4339)
C (-1.3214, 0.6248, 1.6182)
N (0.2394, -0.4472, 0.0243)
H (-0.6235, 1.6384, -0.1851)
H (-2.2604, 1.2265, 1.8935)
H (-1.1703, -0.2442, 2.1981)
H (0.2410, -1.0046, 0.8426)
H (-0.0655, -0.9987, -0.6784)
H (1.2732, -0.1083, -0.1877)
H (-3.8775, -0.3599, -1.8814)
H (-2.3868, -0.1361, -1.8096)
O (-3.2710, 0.3516, -1.7592)
H (2.3605, -3.1179, 4.6685)
H (1.8185, -4.3289, 5.6121)
O (1.8872, -3.4581, 5.3754)
H (1.8540, 2.7601, 0.6587)
H (2.9498, 1.8239, 0.7516)
O (2.0490, 1.7962, 0.5114)
H (-0.9928, -3.3997, -1.5468)
H (-0.5560, -3.8763, -0.1491)
O (-0.6109, -3.1428, -0.7043)
H (0.8971, 4.9635, -5.0630)
H (0.9727, 3.4303, -5.5816)
O (1.1824, 4.0526, -4.9265)

---

The following is a DFT calculation (ωB97M-V/def2-TZVPD) of a cluster of 6 separate species, C2H16O5S in total.

## Properties
Spin multiplicity: 1
SMILES: CSC.O.O.O.O.O
E_HOMO (eV): -8.7
Molecular weight (g/mol): 152.21
Largest force on an atom (eV/Å): 1.23
Energy above the lowest of the compared OMol25 structures with the same formula, charge and spin (kcal per mole): 17.7
Frontier orbital gap (eV): 9.22
E_LUMO (eV): 0.4673

Atoms and positions in Å:
C (-0.5720, -3.9622, 1.7049)
S (-0.5588, -2.2785, 1.0351)
C (-2.2987, -2.1157, 0.4681)
H (-1.2631, -4.0731, 2.5359)
H (0.4617, -4.0663, 2.0347)
H (-0.8108, -4.6830, 0.9268)
H (-2.8541, -1.6199, 1.2565)
H (-2.4299, -1.6734, -0.5138)
H (-2.6409, -3.1511, 0.4157)
H (0.6239, 0.2318, 1.2022)
H (1.6472, 0.3475, 2.2153)
O (1.1966, 0.9145, 1.5789)
H (2.0335, 0.1022, -2.0332)
H (3.3829, -0.1657, -2.6661)
O (2.5159, -0.5593, -2.5337)
H (-0.2204, 4.1982, -2.4695)
H (0.5292, 3.0107, -1.7309)
O (-0.3226, 3.4032, -1.9449)
H (3.1677, 3.2468, -0.2232)
H (1.9347, 2.4609, 0.2261)
O (2.5534, 2.5673, -0.5320)
H (-3.2465, 2.7067, -0.8676)
H (-1.7508, 2.7960, -0.8231)
O (-2.5249, 2.8047, -0.2347)

---

The following is a DFT calculation (ωB97M-V/def2-TZVPD) of a structure of composition C2H16O9V.

## Properties
Spin multiplicity: 1
E_HOMO (eV): -3.8
Molecular weight (g/mol): 235.09
Largest force on an atom (eV/Å): 4.16
Net charge: -1
Energy above the lowest of the compared OMol25 structures with the same formula, charge and spin (kcal per mole): 0.0
Frontier orbital gap (eV): 6.29
E_LUMO (eV): 2.4657

Atoms and positions in Å:
O (-1.2671, 1.3775, -0.4552)
V (-0.0764, 0.5604, 0.2639)
O (-0.0866, -0.9049, -0.4527)
C (0.1489, 3.5037, 2.5450)
O (0.5312, 2.7915, 1.3804)
H (0.7819, 4.3831, 2.6637)
H (-0.8812, 3.8503, 2.4622)
H (0.2028, 2.9231, 3.4660)
C (2.0904, 0.5745, -2.1570)
O (1.7796, 1.2999, -1.0397)
H (2.6797, 1.1880, -2.8384)
H (2.7088, -0.3118, -2.0151)
H (1.3083, 0.5209, -2.9143)
O (-1.3963, -3.4644, 1.6584)
H (-0.9054, -2.6476, 1.5682)
H (-1.1045, -4.0023, 0.9224)
O (1.4375, -0.1546, 1.7873)
H (1.9491, -0.9616, 1.8438)
H (1.8780, 0.4510, 2.3835)
O (-1.5910, -0.4584, 1.7664)
H (-1.8255, 0.0094, 2.5679)
H (-2.2618, -1.1356, 1.6788)
O (-1.1354, -3.5928, -2.7293)
H (-0.6487, -2.7895, -2.5451)
H (-0.7473, -3.9287, -3.5373)
O (-1.3047, -0.0071, -2.9605)
H (-1.8375, 0.5545, -2.3975)
H (-0.4268, 0.3717, -2.9156)